{"formula": "C45H51N4RuSSb", "method": "ωB97M-V/def2-TZVPD", "symbols": ["Sb", "Ru", "S", "N", "N", "N", "N", "C", "C", "C", "C", "C", "C", "C", "C", "C", "C", "C", "C", "C", "C", "C", "C", "C", "C", "C", "C", "C", "C", "C", "C", "C", "C", "C", "C", "C", "C", "C", "C", "C", "C", "C", "C", "C", "C", "C", "C", "C", "C", "C", "C", "C", "H", "H", "H", "H", "H", "H", "H", "H", "H", "H", "H", "H", "H", "H", "H", "H", "H", "H", "H", "H", "H", "H", "H", "H", "H", "H", "H", "H", "H", "H", "H", "H", "H", "H", "H", "H", "H", "H", "H", "H", "H", "H", "H", "H", "H", "H", "H", "H", "H", "H", "H"], "positions_angstrom": [[2.473, 0.139, -1.131], [0.249, 0.390, 0.739], [0.580, -0.713, 2.954], [-1.796, 0.067, 0.889], [-0.538, 2.297, 0.539], [2.387, -0.114, 4.950], [0.321, 0.046, 5.550], [0.461, 1.607, -3.258], [-2.702, -3.305, -0.233], [0.211, -0.330, -4.856], [1.291, -2.451, -4.466], [1.069, 0.273, 6.672], [6.435, 3.078, -1.993], [-2.537, 1.127, 0.932], [1.756, 5.650, -0.495], [2.889, -2.312, 0.569], [4.149, 1.130, -4.227], [4.695, 2.093, -0.581], [2.369, 0.178, 6.292], [-1.255, -1.587, -1.349], [5.447, -3.011, -0.186], [4.697, 1.663, -2.966], [5.854, 2.890, -0.727], [0.482, -1.636, -5.245], [5.465, -1.382, -2.086], [-3.614, -2.965, 1.970], [0.753, 0.193, -3.686], [-1.794, 2.405, 0.858], [2.137, 4.853, 0.581], [-2.283, -1.254, 0.944], [1.838, -1.954, -3.290], [4.812, -1.973, -0.871], [0.651, 5.311, -1.248], [-3.480, -3.746, 0.834], [-2.476, 3.685, 1.158], [-3.019, -1.715, 2.056], [5.878, 2.467, -3.078], [0.259, 3.410, 0.164], [1.405, 3.734, 0.925], [3.591, -0.279, 4.150], [-2.072, -2.078, -0.184], [3.518, -3.372, 1.201], [3.536, -1.593, -0.430], [1.124, -0.190, 4.496], [1.584, -0.638, -2.926], [4.818, -3.698, 0.840], [-0.118, 4.189, -0.949], [-1.283, 3.856, -1.839], [4.125, 1.470, -1.662], [-3.158, -0.901, 3.312], [1.770, 2.955, 2.161], [-4.019, 1.125, 0.956], [0.981, 3.010, 2.915], [-2.442, -0.080, 3.348], [-0.688, 0.015, 5.524], [7.313, 3.700, -2.109], [-4.166, -0.488, 3.403], [4.412, -0.571, 4.798], [2.460, -2.592, -2.673], [5.885, -0.390, -1.876], [5.330, -4.511, 1.336], [-1.865, -1.005, -2.045], [-4.407, 1.774, 0.168], [3.500, 0.272, -4.087], [-3.252, 3.906, 0.420], [-0.971, 3.912, -2.882], [-1.780, 4.519, 1.190], [4.960, 0.878, -4.914], [3.434, -1.052, 3.399], [1.500, -3.468, -4.769], [0.011, 1.626, -2.258], [0.359, 5.932, -2.085], [1.375, 2.210, -3.224], [-0.422, -0.945, -1.010], [6.288, -2.007, -2.425], [6.315, 2.604, -4.060], [1.873, -2.054, 0.845], [4.751, -1.279, -2.905], [-2.989, 3.607, 2.121], [-3.963, -4.712, 0.781], [-4.387, 1.533, 1.903], [-1.703, 2.867, -1.664], [2.322, 6.540, -0.736], [-4.424, 0.126, 0.825], [3.009, -3.935, 1.974], [0.639, 0.466, 7.640], [4.278, 1.950, 0.409], [-0.430, 0.291, -5.470], [2.995, 5.133, 1.179], [-0.226, 2.092, -3.949], [-4.196, -3.328, 2.808], [-0.813, -2.414, -1.901], [-2.077, 4.597, -1.719], [-2.599, -3.921, -1.117], [-3.010, -1.545, 4.179], [3.563, 1.913, -4.732], [6.310, 3.344, 0.145], [1.967, 1.894, 1.939], [3.268, 0.276, 6.877], [2.679, 3.364, 2.600], [3.851, 0.660, 3.663], [0.051, -2.021, -6.160], [6.442, -3.306, -0.497]], "homo_ev": [-18.2, -18.2], "total_charge": 4, "s_squared": 6.057, "multiplicity": 5}